C5H11NOS | ωB97M-V with the def2-TZVPD basis set

Bonds (Å) are listed after each position.
Cartesian coordinates (Å):
1 O 0.77 2.80 1.11  C2 1.274
2 C 1.03 1.61 0.75  O1 1.274, N3 1.337, H9 1.128
3 N 0.18 0.61 1.02  C2 1.337, C4 1.568, H10 1.132
4 C 0.00 -0.55 -0.01  N3 1.568, C5 1.571, C6 1.894, C8 1.586, H11 1.112
5 C -1.43 -1.21 0.06  C4 1.571, C6 1.460, H12 1.114, H13 1.117
6 C -1.69 0.06 -0.62  C4 1.894, C5 1.460, H14 1.129, H15 1.137
7 S 1.48 1.52 -2.06  H16 1.482
8 C 1.09 -1.60 0.47  C4 1.586, H17 1.086, H18 1.104, H19 1.137
9 H 2.00 1.41 0.20  C2 1.128
10 H -0.78 1.13 1.33  N3 1.132
11 H 0.42 -0.17 -0.97  C4 1.112
12 H -1.60 -2.12 -0.56  C5 1.114
13 H -1.82 -1.35 1.10  C5 1.117
14 H -2.47 0.71 -0.14  C6 1.129
15 H -1.51 0.26 -1.73  C6 1.137
16 H 0.40 2.45 -1.66  S7 1.482
17 H 2.09 -1.17 0.52  C8 1.086
18 H 0.82 -1.96 1.48  C8 1.104
19 H 1.04 -2.43 -0.30  C8 1.137

Computed properties:
- ΔE to the lowest compared entry with this formula, charge and spin: 174.7 kcal/mol
- DFT total energy: -725.04651 Eh
- HOMO level: -7.18 eV
- Orbital gap: 4.47 eV